P) The following is a quantum chemistry calculation of a 2-piece molecular cluster, CH3FOS overall, from OMol25.

Bonds (Å) are listed after each position.
Positions of all 7 atoms, in Å:
1 C 1.21396 -0.37133 0.22108  F3 1.363, H5 1.008, H6 1.015
2 O -0.87055 0.88490 0.09951  S4 1.505
3 F 2.04137 0.58869 -0.28146  C1 1.363
4 S -2.02056 -0.07949 -0.00654  O2 1.505, H7 1.295
5 H 1.13310 -0.12890 1.19649  C1 1.008
6 H 1.17799 -1.28885 -0.21158  C1 1.015
7 H -2.67532 0.39497 -1.01751  S4 1.295

The value obtained for the frontier orbital gap (alpha / beta) is 6.758 / 9.963 eV.

Results of the natural (NBO) charge analysis, in e, for atoms 1 through 5: atom 1 (C): 0.139, atom 2 (O): -0.733, atom 3 (F): -0.347, atom 4 (S): 0.649, atom 5 (H): 0.132



Q) The following is a quantum chemistry calculation of a 2-piece molecular cluster, CH3FOS overall, from OMol25.

Bonds (Å) are listed after each position.
Positions of all 7 atoms, in Å:
1 C 0.02494 -0.51824 0.06198  F3 1.342, S4 1.634, H5 1.060
2 O -1.13652 1.53761 0.27857  H6 0.943
3 F 0.17497 -0.60548 -1.26903  C1 1.342
4 S 1.29971 -0.57823 1.08181  C1 1.634, H7 1.398
5 H -1.00945 -0.63737 0.25844  C1 1.060
6 H -1.62018 1.28007 -0.48849  O2 0.943
7 H 2.26652 -0.47836 0.07672  S4 1.398

The value obtained for the frontier orbital gap (alpha / beta) is 9.260 / 7.493 eV.

Results of the natural (NBO) charge analysis, in e, for atoms 1 through 5: atom 1 (C): 0.164, atom 2 (O): -0.886, atom 3 (F): -0.307, atom 4 (S): 0.208, atom 5 (H): 0.240



Stability summary: most stable Q), least stable P).



P) The following is a quantum chemistry calculation of a 2-piece molecular cluster, CH3FOS overall, from OMol25.

Bonds (Å) are listed after each position.
Positions of all 7 atoms, in Å:
1 C -0.95552 -0.13208 -0.00707  S4 1.763, H5 1.194, H6 1.188, H7 1.009
2 O 1.73254 0.29026 0.58046  F3 1.383
3 F 2.38059 0.80833 -0.52610  O2 1.383
4 S 0.12980 -1.51494 -0.14501  C1 1.763
5 H -0.55631 0.58703 -0.87236  C1 1.194
6 H -0.81659 0.39963 1.04631  C1 1.188
7 H -1.91452 -0.43824 -0.07624  C1 1.009

The value obtained for the frontier orbital gap is 6.831 eV.

Results of the natural (NBO) charge analysis, in e, for atoms 1 through 5: atom 1 (C): -0.808, atom 2 (O): -0.182, atom 3 (F): -0.148, atom 4 (S): 0.397, atom 5 (H): 0.251



Q) The following is a quantum chemistry calculation of a 2-piece molecular cluster, CH3FOS overall, from OMol25.

Bonds (Å) are listed after each position.
Positions of all 7 atoms, in Å:
1 C 0.47082 0.50640 -0.08931  O2 1.261, F3 1.310, H5 1.035
2 O 1.05056 0.03645 -1.10555  C1 1.261, H6 0.979
3 F -0.72621 1.03526 -0.14992  C1 1.310
4 S -0.65086 -1.67651 1.38908  H7 1.404
5 H 1.05448 0.84797 0.69387  C1 1.035
6 H 0.43589 -0.03903 -1.86430  O2 0.979
7 H -1.63468 -0.71053 1.12614  S4 1.404

The value obtained for the frontier orbital gap (alpha / beta) is 7.861 / 7.020 eV.

Results of the natural (NBO) charge analysis, in e, for atoms 1 through 5: atom 1 (C): 0.699, atom 2 (O): -0.600, atom 3 (F): -0.293, atom 4 (S): -0.612, atom 5 (H): 0.177



Stability summary: most stable Q), least stable P).



P) The following is a quantum chemistry calculation of the molecule C4H10N2OS, from OMol25.

Bonds (Å) are listed after each position.
Positions of all 18 atoms, in Å:
1 C 0.31474 1.19895 -2.23290  H5 1.090, H6 1.100, H7 1.118, N15 1.452
2 C -0.23735 1.26296 1.17973  H9 1.076, N16 1.270, O17 1.343
3 C 0.27462 -0.80279 2.20692  H10 1.088, H11 1.095, O17 1.418, S18 1.807
4 C -0.41930 -2.16801 -0.18047  H12 1.091, H13 1.101, H14 1.098, S18 1.801
5 H 1.13896 0.48976 -2.30734  C1 1.090
6 H 0.41854 1.96322 -3.01716  C1 1.100
7 H -0.64557 0.64848 -2.39251  C1 1.118
8 H -0.35551 2.55629 -0.85461  N15 1.037
9 H -0.69848 2.21764 1.36494  C2 1.076
10 H 1.19245 -0.79995 1.62252  C3 1.088
11 H 0.48990 -1.05326 3.25122  C3 1.095
12 H 0.65451 -2.12747 -0.36758  C4 1.091
13 H -0.89799 -1.35356 -0.74625  C4 1.101
14 H -0.79651 -3.13690 -0.53200  C4 1.098
15 N 0.38620 1.83481 -0.92949  C1 1.452, H8 1.037, N16 1.381
16 N 0.28733 0.89880 0.08166  C2 1.270, N15 1.381
17 O -0.31064 0.48748 2.27358  C2 1.343, C3 1.418
18 S -0.79590 -2.11643 1.57974  C3 1.807, C4 1.801

Its SMILES is CN/N=C/OCSC. The value obtained for the frontier orbital gap is 9.308 eV.

Results of the natural (NBO) charge analysis, in e, for atoms 1 through 5: atom 1 (C): -0.410, atom 2 (C): 0.354, atom 3 (C): -0.235, atom 4 (C): -0.745, atom 5 (H): 0.205



Q) The following is a quantum chemistry calculation of a 2-piece molecular cluster, C4H10N2OS overall, from OMol25.

Bonds (Å) are listed after each position.
Positions of all 18 atoms, in Å:
1 N -2.03896 -0.62429 -4.09297  H9 1.016, H10 1.014, H11 1.015
2 C 0.17712 0.70134 0.48220  C3 1.438, C5 1.476, H12 1.083
3 C 0.01420 1.26734 -0.83009  C2 1.438, S4 1.764, H13 1.096, H14 1.095
4 S -1.74786 1.29111 -0.91453  C3 1.764
5 C 1.14532 -0.39894 0.65410  C2 1.476, N6 1.390, O8 1.211
6 N 1.07486 -1.13929 1.82788  C5 1.390, C7 1.473, H15 1.012
7 C 0.77557 -0.44362 3.09140  N6 1.473, H16 1.085, H17 1.088, H18 1.086
8 O 1.99371 -0.67312 -0.16545  C5 1.211
9 H -2.85400 -0.56677 -3.48961  N1 1.016
10 H -1.76497 0.35199 -4.07518  N1 1.014
11 H -1.37011 -1.09501 -3.49243  N1 1.015
12 H -0.51342 0.91322 1.28853  C2 1.083
13 H 0.44044 2.27462 -0.89413  C3 1.096
14 H 0.58120 0.60444 -1.49230  C3 1.095
15 H 1.95253 -1.64266 1.82827  N6 1.012
16 H -0.28942 -0.30489 3.24244  C7 1.085
17 H 1.27689 0.52219 3.11002  C7 1.088
18 H 1.14692 -1.03767 3.92184  C7 1.086

The value obtained for the frontier orbital gap is 6.341 eV.

Results of the natural (NBO) charge analysis, in e, for atoms 1 through 5: atom 1 (N): -1.049, atom 2 (C): -0.061, atom 3 (C): -0.644, atom 4 (S): -0.040, atom 5 (C): 0.574



R) The following is a quantum chemistry calculation of the molecule C4H10N2OS, from OMol25.

Bonds (Å) are listed after each position.
Positions of all 18 atoms, in Å:
1 C 1.19769 0.94217 -0.63717  C2 1.509, H7 1.099, H8 1.102, N15 1.473
2 C 0.03114 0.60433 0.25844  C1 1.509, C3 1.520, H9 1.087, N16 1.467
3 C -1.27490 0.40849 -0.49471  C2 1.520, H12 1.116, H13 1.100, S18 1.777
4 C -2.02748 -2.14502 -0.23848  H14 1.141, O17 1.193, S18 1.798
5 H 2.41143 1.67032 0.77795  N15 1.028
6 H 2.79275 0.13414 0.36498  N15 1.014
7 H 0.94010 1.92758 -1.04932  C1 1.099
8 H 1.23867 0.25865 -1.50120  C1 1.102
9 H -0.21220 1.50773 0.81099  C2 1.087
10 H 0.46960 -1.37128 0.69070  N16 1.055
11 H 1.10575 -0.24930 1.80353  N16 1.024
12 H -2.06605 0.26758 0.27977  C3 1.116
13 H -1.44512 1.33473 -1.06367  C3 1.100
14 H -2.36863 -1.50787 0.64457  C4 1.141
15 N 2.53255 1.03526 -0.02130  C1 1.473, H5 1.028, H6 1.014
16 N 0.29648 -0.47359 1.21792  C2 1.467, H10 1.055, H11 1.024
17 O -2.10335 -3.33378 -0.30596  C4 1.193
18 S -1.51844 -1.01014 -1.53705  C3 1.777, C4 1.798

Its SMILES is NC[C@H](N)CSC=O. The value obtained for the frontier orbital gap is 10.173 eV.

Results of the natural (NBO) charge analysis, in e, for atoms 1 through 5: atom 1 (C): -0.242, atom 2 (C): -0.083, atom 3 (C): -0.554, atom 4 (C): 0.266, atom 5 (H): 0.342



S) The following is a quantum chemistry calculation of the molecule C4H10N2OS, from OMol25.

Bonds (Å) are listed after each position.
Positions of all 18 atoms, in Å:
1 C 1.69779 0.74077 -0.70776  C2 1.540, H9 1.083, H10 1.088, H11 1.085
2 C 0.27979 0.19276 -0.45926  C1 1.540, C3 1.536, N5 1.474, H12 1.087
3 C -0.03278 -1.04780 -1.30879  C2 1.536, S4 1.825, H13 1.087, H14 1.092
4 S -0.16736 -0.50895 -3.04675  C3 1.825, H15 1.337
5 N 0.13088 -0.14160 0.96811  C2 1.474, C6 1.374, H16 1.007
6 C -1.12559 -0.00441 1.50728  N5 1.374, N7 1.363, O8 1.219
7 N -1.20345 0.63750 2.70699  C6 1.363, H17 1.007, H18 1.005
8 O -2.13527 -0.32849 0.90683  C6 1.219
9 H 1.63426 1.82059 -0.76351  C1 1.083
10 H 2.36212 0.40789 0.08676  C1 1.088
11 H 2.10083 0.33203 -1.62838  C1 1.085
12 H -0.49045 0.91824 -0.70878  C2 1.087
13 H -0.91881 -1.55289 -0.93277  C3 1.087
14 H 0.77904 -1.77371 -1.23361  C3 1.092
15 H -1.26800 -1.17113 -3.41703  S4 1.337
16 H 0.91660 -0.01147 1.58464  N5 1.007
17 H -0.44089 0.67925 3.36331  N7 1.007
18 H -2.11871 0.81142 3.08272  N7 1.005

Its SMILES is C[C@@H](CS)NC(N)=O. The value obtained for the frontier orbital gap is 9.666 eV.

Results of the natural (NBO) charge analysis, in e, for atoms 1 through 5: atom 1 (C): -0.619, atom 2 (C): -0.047, atom 3 (C): -0.515, atom 4 (S): -0.077, atom 5 (N): -0.657



Stability summary: most stable S), least stable Q).